Record 1
The following is a quantum chemistry calculation of C51H59BrIrN5O4Si as an isolated structure in a non-equilibrium geometry, from the Open Molecules 2025 dataset.

Positions of all 122 atoms, in Å:
Ir 0.3482 0.5902 -0.5865
C 4.2293 3.6107 -0.7554
C 3.8485 2.3141 -1.4844
C 4.5377 2.2726 -2.8497
C 4.2071 1.1584 -0.5759
C 5.5007 0.6453 -0.6130
C 5.9508 -0.2338 0.3559
C 5.1014 -0.6030 1.3833
C 3.7890 -0.1511 1.4338
C 2.8986 -0.6609 2.5592
C 3.2050 0.0679 3.8729
C 3.0497 -2.1710 2.7799
C 3.3438 0.7278 0.4289
N 1.9617 1.1355 0.4921
C 1.6483 1.9872 1.4912
O 2.4178 2.6600 2.1644
C 0.1712 2.0467 1.7727
C -0.3463 3.0842 2.5281
C -1.7042 3.1000 2.7618
C -2.4627 2.0181 2.3445
C -1.8652 0.9723 1.6649
N -0.5624 1.0219 1.2960
C -2.6611 -0.3263 1.6704
O -3.8555 -0.2564 1.8543
N -1.9585 -1.4790 1.6259
C -2.2251 -2.5728 2.3847
C -2.6418 -3.7717 1.7596
C -2.9468 -4.8564 2.5546
C -2.8530 -4.7774 3.9395
C -2.4406 -3.5957 4.5491
C -2.1004 -2.4883 3.8026
C -1.5807 -1.2411 4.4897
C -2.7091 -0.5149 5.2271
C -0.4218 -1.5562 5.4372
C -2.9036 -3.7925 0.2704
C -2.3537 -5.0444 -0.4120
C -4.4068 -3.6383 0.0148
H 3.9878 4.4919 -1.3528
H 3.7248 3.6891 0.2076
H 5.3045 3.6130 -0.5695
H 2.7662 2.2977 -1.6335
H 5.5723 2.6100 -2.7811
H 4.5440 1.2687 -3.2754
H 4.0325 2.9399 -3.5502
H 6.1789 0.9716 -1.3885
H 6.9657 -0.6062 0.3264
H 5.4649 -1.2668 2.1560
H 1.8588 -0.4727 2.2827
H 4.2223 -0.1643 4.1930
H 3.1230 1.1481 3.7677
H 2.5219 -0.2601 4.6587
H 4.0296 -2.4177 3.1865
H 2.3091 -2.5204 3.4988
H 2.9203 -2.7444 1.8615
H 0.3297 3.8477 2.8858
H -2.1616 3.9137 3.3077
H -3.5104 1.9165 2.5841
H -3.2928 -5.7710 2.0946
H -3.1046 -5.6361 4.5464
H -2.3779 -3.5486 5.6269
H -1.1883 -0.5738 3.7196
H -3.0980 -1.1320 6.0375
H -2.3433 0.4153 5.6620
H -3.5369 -0.2816 4.5557
H -0.7598 -2.1328 6.2982
H 0.3515 -2.1322 4.9308
H 0.0220 -0.6346 5.8103
H -2.4086 -2.9148 -0.1518
H -2.9619 -5.9200 -0.1840
H -2.3612 -4.9168 -1.4937
H -1.3303 -5.2574 -0.0995
H -4.9477 -4.5049 0.3983
H -4.8009 -2.7506 0.5127
H -4.6099 -3.5626 -1.0533
C -1.6863 4.7633 -0.4326
Si -0.5929 3.7860 -1.5936
C -0.8700 4.2047 -3.3997
C 1.1432 4.2542 -1.1670
N -0.9420 2.0246 -1.4162
C -2.2541 1.6289 -1.6043
C -3.3326 2.4737 -1.9770
C -4.6310 2.0033 -2.0053
C -4.9261 0.6784 -1.6877
C -3.8912 -0.1970 -1.4291
C -2.5948 0.2827 -1.4344
O -1.5146 -0.6025 -1.2884
C -1.2861 -1.3602 -2.4666
C -1.6474 -0.8863 -3.7135
C -1.3474 -1.6638 -4.8247
C -0.7060 -2.8870 -4.6821
C -0.3830 -3.3496 -3.4142
C -0.6819 -2.5886 -2.2942
H -1.7814 5.7852 -0.8066
H -1.2051 4.8161 0.5428
H -2.6883 4.3654 -0.2884
H -1.3173 5.1952 -3.5039
H -1.5206 3.4981 -3.9158
H 0.0872 4.2271 -3.9245
H 1.1393 5.3294 -0.9692
H 1.8237 4.0838 -1.9983
H 1.5479 3.7676 -0.2851
H -3.1393 3.4995 -2.2463
H -5.4311 2.6798 -2.2729
H -5.9477 0.3293 -1.6638
H -4.0735 -1.2438 -1.2257
H -2.1525 0.0633 -3.8257
H -1.6273 -1.3077 -5.8071
H -0.4725 -3.4830 -5.5532
H 0.0981 -4.3107 -3.2892
H -0.4508 -2.9307 -1.2983
O 3.3644 -0.9020 -5.7204
C 2.6874 -0.5254 -4.6283
C 1.8565 0.5920 -4.5847
C 1.2197 0.8868 -3.4066
N 1.3396 0.1393 -2.2965
C 2.1355 -0.9447 -2.3589
Br 2.2215 -2.0443 -0.8383
C 2.8373 -1.3030 -3.4870
H 3.1913 -0.3069 -6.4611
H 1.7143 1.2251 -5.4498
H 0.5713 1.7475 -3.3215
H 3.4713 -2.1756 -3.4938

Summary:
* Kohn-Sham gap (spin up / spin down): 0.137 / 0.084 Ha
* LUMO (spin up / spin down): -4.63 / -5.99 eV
* total charge: +1
* 2S+1: 2
* expectation value of S²: 0.78

***

Record 2
The following is a quantum chemistry calculation of C22H32N4NiOSi2 as an isolated structure, from the Open Molecules 2025 dataset.

Positions of all 62 atoms, in Å:
Ni -0.5253 0.2810 -0.3570
C -1.5799 -0.7125 -3.4613
Si -0.7655 -1.3118 -1.8529
C -2.0264 -2.5394 -1.1267
C 0.7826 -2.2929 -2.3264
C 0.8787 -3.3812 -3.2005
C 2.1007 -3.9796 -3.4453
C 3.2535 -3.4922 -2.8256
C 3.1704 -2.4156 -1.9624
C 1.9373 -1.8110 -1.6966
Si 1.5753 -0.3185 -0.5918
C 2.5569 -0.5472 1.0240
C 2.4287 1.1879 -1.3915
H -1.7127 -1.5381 -4.1666
H -0.9772 0.0525 -3.9562
H -2.5694 -0.2846 -3.2753
H -2.3730 -3.1925 -1.9336
H -2.9091 -2.0484 -0.7075
H -1.5991 -3.1726 -0.3467
H -0.0079 -3.7657 -3.6956
H 2.1679 -4.8248 -4.1196
H 4.2107 -3.9590 -3.0245
H 4.0752 -2.0457 -1.4892
H 3.6217 -0.6820 0.8086
H 2.2179 -1.4115 1.6007
H 2.4605 0.3401 1.6560
H 3.4737 0.9481 -1.6105
H 2.4239 2.0542 -0.7225
H 1.9549 1.4816 -2.3307
C -1.1277 -1.5784 2.4780
N -0.2088 -0.6052 3.0400
C 0.4651 -0.9877 4.2719
C 1.7020 -0.1418 4.4831
C 1.3147 1.3194 4.4095
N 0.5909 1.5857 3.1771
C 0.4874 2.9765 2.7849
C -0.2064 0.6623 2.5671
O -0.9255 1.0011 1.6022
H -0.6424 -2.5551 2.4683
H -1.3615 -1.3086 1.4523
H -2.0469 -1.6455 3.0672
H 0.7289 -2.0432 4.1877
H -0.2220 -0.8904 5.1224
H 2.4315 -0.3674 3.7054
H 2.1510 -0.3670 5.4505
H 2.2024 1.9549 4.4168
H 0.7061 1.6040 5.2781
H 1.4833 3.4221 2.7800
H -0.1423 3.5396 3.4815
H 0.0555 3.0426 1.7921
N -6.4385 2.3864 -1.9627
C -5.3000 2.5164 -1.8856
C -3.8756 2.6797 -1.7900
C -3.2498 3.8006 -2.3259
C -1.8769 3.9044 -2.1954
C -1.1901 2.8891 -1.5499
N -1.7892 1.8122 -1.0402
C -3.1103 1.7095 -1.1528
H -3.8273 4.5632 -2.8295
H -1.3391 4.7527 -2.5933
H -0.1118 2.9191 -1.4415
H -3.5713 0.8302 -0.7218

Summary:
* Kohn-Sham gap (spin up / spin down): 0.260 / 0.260 Ha
* LUMO (spin up / spin down): -0.17 / -0.17 eV
* 2S+1: 1

***

Record 3
The following is a quantum chemistry calculation of H3N2PS as an isolated structure in a non-equilibrium geometry, from the Open Molecules 2025 dataset.

Positions of all 7 atoms, in Å:
N -0.1450 -0.0655 -0.7389
N -0.6686 0.8347 -1.5542
P -0.2760 -1.1977 0.2408
S 1.5895 -0.5604 2.0754
H -1.5744 0.7328 -1.8879
H -0.3079 1.7151 -1.1915
H 1.3825 -1.4590 3.0563

Summary:
* Kohn-Sham gap: 0.282 Ha
* LUMO: -0.63 eV
* 2S+1: 1

***

Record 4
The following is a quantum chemistry calculation of a 2-piece molecular cluster, C4H13N2S overall in a non-equilibrium geometry, from the Open Molecules 2025 dataset.

Positions of all 20 atoms, in Å:
C 1.7647 -0.7820 -0.9909
C 1.3168 -2.0209 -0.6425
N 0.4723 -2.8651 -1.3375
H 1.3943 -0.2080 -1.8335
H 2.6286 -0.3812 -0.4830
H 1.7122 -2.4323 0.2855
H 0.1287 -2.5739 -2.2364
H 0.0945 -3.6745 -0.8820
C -1.1514 0.8620 1.0931
C -0.6997 2.2634 0.6846
S -0.3170 3.2113 2.2142
N -1.1382 -0.0535 -0.1136
H -2.1613 0.8787 1.5090
H -0.4691 0.4068 1.8003
H -1.4885 2.7771 0.1286
H 0.2025 2.2037 0.0645
H 1.0119 3.2023 2.0045
H -1.7290 -0.8885 -0.0699
H -0.1492 -0.3799 -0.2471
H -1.4231 0.4545 -0.9480

Summary:
* Kohn-Sham gap: 0.337 Ha
* LUMO: -3.34 eV
* total charge: +1
* 2S+1: 1

***

Record 5
The following is a quantum chemistry calculation of a 2-piece molecular cluster, C2H4N4O overall in a non-equilibrium geometry, from the Open Molecules 2025 dataset.

Positions of all 11 atoms, in Å:
N 0.9349 1.2319 -0.0236
C 2.1279 1.3331 -0.1662
N -1.9936 -2.2736 0.1269
O -0.0780 2.1472 -0.1759
N 3.2805 1.0586 -0.4316
C -1.9582 -0.9627 0.1310
N -1.9971 0.1840 0.1449
H -0.8940 1.6144 -0.0381
H -1.7893 -2.7344 -0.7466
H -1.6741 -2.7438 0.9599
H 4.0409 1.1452 0.2192

Summary:
* Kohn-Sham gap: 0.338 Ha
* structure (SMILES): N=C=NO.N#CN
* LUMO: 0.33 eV
* 2S+1: 1

***

Record 6
The following is a quantum chemistry calculation of a single CH2N4O2 molecule in a non-equilibrium geometry, from the Open Molecules 2025 dataset.

Positions of all 9 atoms, in Å:
C 0.5378 0.2878 -1.5830
N 0.9093 0.5330 -2.6259
N -1.2937 0.4945 0.2169
N -0.0956 -0.0110 -0.1467
N 0.8164 -0.6045 0.6937
O 1.8722 -0.8906 0.2009
O 0.4316 -0.7745 1.8210
H -1.2204 1.1994 0.9544
H -1.9576 -0.2343 0.4687

Summary:
* Kohn-Sham gap: 0.430 Ha
* structure (SMILES): N#CN(N)[N+](=O)[O-]
* LUMO: 0.12 eV
* 2S+1: 1

***

What are the energy above the lowest of the compared OMol25 structures with the same formula, charge and spin values for these records? In order: 0.864 0.000 0.992 1.329 3.639 4.913 eV.
What are the M values for these records? In order: 1106.3 483.4 94.1 121.2 100.1 102.1 g mol⁻¹.